Entry 1:
This record from OMol25 describes a molecular structure, C18H18F2NO9STi at a distorted geometry. The level of theory is wB97M-V/def2-TZVPD.

Its expectation value of S² is 0.7522. Its energy above the lowest of the compared OMol25 structures with the same formula, charge and spin is 0.0 kJ/mol. The value obtained for the frontier orbital gap (alpha / beta) is 5.06 / 7.51 eV. The calculated total energy comes out at -2876.23990 hartree. The value obtained for the LUMO energy (alpha / beta) is 4.8 / 4.8 eV. The strongest force on any atom comes out at 2.65 eV/Å.

Geometry as ORCA input:
```
! RIJCOSX wB97M-V def2-TZVPD def2/J DEFGRID3
* xyz -2 2
Ti -0.71248 -0.95031 0.00551
O 0.50737 -3.12031 3.32737
C 0.47545 -2.64625 2.19496
O -0.53593 -2.16297 1.58354
C 1.77277 -2.68975 1.35219
C 1.43535 -3.21852 -0.05350
C 2.72316 -3.65607 -0.76809
C 3.34902 -2.28717 -1.12911
C 2.32062 -1.31515 -0.53669
O 1.08673 -2.01803 -0.76120
C 2.40314 -1.29751 1.00085
C 1.61911 -0.07362 1.53470
O 2.12305 0.60943 2.41793
O 0.50704 0.15788 0.93748
H 2.47520 -3.33274 1.87917
H 0.60655 -3.91873 -0.09993
H 2.49120 -4.23683 -1.66136
H 3.35124 -4.25905 -0.11174
H 3.40015 -2.15052 -2.20959
H 4.34275 -2.13157 -0.70720
H 2.28500 -0.33559 -1.00232
H 3.42450 -1.20836 1.36718
C 0.55162 5.29577 -0.98275
C -0.32480 4.24384 -0.35480
C -1.45296 3.76849 -1.01865
C -2.22069 2.75806 -0.47002
C -1.87277 2.22151 0.76231
C -0.76695 2.69495 1.44623
C -0.00039 3.70328 0.88499
S -2.82259 0.85546 1.39082
O -2.33164 0.57160 2.71801
O -4.23126 1.22908 1.32106
N -2.49160 -0.27377 0.30923
C -3.55222 -1.21342 -0.04902
C -2.95235 -2.36666 -0.87698
O -3.71379 -3.18408 -1.38953
O -1.66988 -2.37057 -0.96204
H 0.45685 5.27803 -2.06926
H 1.59813 5.12110 -0.72990
H 0.28910 6.30086 -0.63852
H -1.70391 4.16911 -1.99541
H -3.08463 2.35671 -0.98521
H -0.49387 2.23048 2.38355
H 0.89408 4.04037 1.39723
H -4.33652 -0.73620 -0.64398
H -4.03828 -1.64757 0.83076
F -0.01187 -0.70135 -2.91750
C -0.45587 0.11688 -1.84061
F 0.57647 1.10949 -1.77898
H -1.28839 0.67029 -2.30120
*
```

---

Entry 2:
This record from OMol25 describes a gas-phase ion, C4H9N (charge -1) at a distorted geometry. The level of theory is wB97M-V/def2-TZVPD.

Its expectation value of S² is 0.7509. Its energy above the lowest of the compared OMol25 structures with the same formula, charge and spin is 136.7 kJ/mol. The value obtained for the frontier orbital gap (alpha / beta) is 3.05 / 8.16 eV. The calculated total energy comes out at -212.43940 hartree. The value obtained for the LUMO energy (alpha / beta) is 4.3 / 4.2 eV. The strongest force on any atom comes out at 2.92 eV/Å.

Geometry as ORCA input:
```
! RIJCOSX wB97M-V def2-TZVPD def2/J DEFGRID3
* xyz -1 2
C 0.87098 -0.77918 0.84914
C -0.25059 -0.06462 0.04577
C 0.00805 1.00029 -0.71057
N 0.93480 2.06543 -0.31925
C -1.58013 -0.90169 -0.04882
H 0.85047 -0.49512 1.88224
H 1.87257 -0.53272 0.46610
H 0.74617 -1.85135 0.65560
H -0.34705 1.18906 -1.70633
H 1.69727 1.54995 0.06347
H 1.28666 2.52027 -1.18516
H -2.13373 -1.00035 0.98706
H -1.42911 -2.05664 -0.40273
H -2.52637 -0.64332 -0.57652
*
```

---

Entry 3:
This record from OMol25 describes a molecular structure, C20H36Cl6F18HfO8P3 at a distorted geometry. The level of theory is wB97M-V/def2-TZVPD.

The value obtained for the frontier orbital gap is 1.89 eV. The calculated total energy comes out at -7016.58668 hartree. The value obtained for the LUMO energy is -9.0 eV. The strongest force on any atom comes out at 8.79 eV/Å.

Geometry as ORCA input:
```
! RIJCOSX wB97M-V def2-TZVPD def2/J DEFGRID3
* xyz 1 1
Hf 0.48973 3.08612 -2.62056
P -1.10425 -0.33925 -3.87212
F -1.91685 -1.65683 -4.15477
F 0.19933 -1.16419 -3.47190
F -0.56367 -0.13121 -5.38038
F -0.19267 1.05711 -3.40873
F -2.30761 0.65885 -4.23456
F -1.58710 -0.25596 -2.33555
P 0.40965 0.56474 0.55358
F 0.27972 -0.23919 1.93688
F 0.75168 -0.76935 -0.30204
F -1.16554 0.42268 0.30584
F 0.48588 1.39362 -0.87434
F 0.22994 1.97612 1.34067
F 2.00728 0.75092 0.77221
P -2.01344 3.82127 -0.81235
F -0.37645 3.84821 -0.46274
F -2.19816 5.24561 -0.17619
F -1.41491 4.53912 -2.23148
F -3.45453 3.78330 -1.42397
F -1.51385 2.46986 -1.69836
F -2.43716 3.05624 0.47341
Cl -2.97813 -2.78630 3.94541
C -1.91348 -3.47945 2.71450
C -0.47263 -2.99791 2.93341
Cl 0.30969 -3.97470 4.19126
H -2.21687 -3.12592 1.72883
H -1.99026 -4.56243 2.72981
H -0.49491 -1.99080 3.33442
H 0.13244 -3.04612 2.03231
Cl 3.26265 -5.58165 -3.46354
C 2.31307 -4.10373 -3.69186
C 2.39774 -3.26691 -2.44675
Cl 4.03409 -2.59367 -2.24338
H 1.28397 -4.42275 -3.86746
H 2.58985 -3.59709 -4.61451
H 2.20410 -3.81406 -1.52356
H 1.64532 -2.47862 -2.39484
Cl 0.28780 3.31885 4.26339
C 1.18625 2.05690 5.17689
C 2.27293 1.50365 4.23657
Cl 3.44315 0.57819 5.13508
H 0.42598 1.33776 5.46685
H 1.53990 2.56987 6.06588
H 2.76577 2.32611 3.72025
H 1.77700 0.92289 3.46089
C 2.51869 0.78352 -4.23673
O 2.29775 1.60783 -3.05792
C 3.20678 1.24237 -1.99033
C 3.36895 2.45726 -1.11404
O 2.18910 3.27159 -0.97807
C 2.28710 4.04946 0.25340
H 2.61063 -0.28025 -4.02858
H 3.37042 1.14593 -4.81208
H 1.64412 0.91269 -4.87590
H 4.19169 1.00115 -2.38869
H 2.84234 0.38932 -1.41554
H 4.22004 3.06265 -1.43574
H 3.68404 2.07916 -0.13932
H 2.22331 3.37484 1.10884
H 1.42376 4.69720 0.37194
H 3.23005 4.59103 0.25442
C -4.69416 -0.77115 -0.64237
O -5.79298 -0.05894 -0.11148
C -6.52728 0.66016 -1.05991
C -7.75226 1.31808 -0.47812
O -7.38340 2.39588 0.35795
C -8.50544 3.23000 0.64198
H -4.83875 -1.17453 -1.64821
H -4.43704 -1.55522 0.06238
H -3.85780 -0.06720 -0.73184
H -6.86090 -0.04453 -1.84510
H -5.88680 1.29751 -1.68957
H -8.48249 0.62126 -0.06664
H -8.19986 1.76136 -1.38258
H -8.13320 3.96091 1.35670
H -9.38655 2.74531 1.06832
H -8.75422 3.68996 -0.32106
C 4.87346 -3.64632 3.27132
C 4.00453 -4.43460 2.61857
C 3.06307 -3.89451 1.58101
O 2.04659 -4.44549 1.21049
C 3.43628 -2.60109 1.04296
C 4.35087 -1.84010 1.64978
C 5.06826 -2.20789 2.88042
O 5.82885 -1.47414 3.45109
O 4.70005 -0.64057 1.12356
O 3.84839 -5.73608 2.92313
H 5.46342 -4.10162 4.05442
H 3.01039 -2.19985 0.13803
H 4.98277 -0.03652 1.82619
H 3.09500 -6.04573 2.39048
*
```

---

Entry 4:
This record from OMol25 describes 2 unconnected molecules or ions with the total composition C4H9NO at a distorted geometry. The level of theory is wB97M-V/def2-TZVPD.

Its structure (SMILES) is C=CC.NC=O. Its energy above the lowest of the compared OMol25 structures with the same formula, charge and spin is 155.0 kJ/mol. The value obtained for the frontier orbital gap is 10.45 eV. The calculated total energy comes out at -287.77343 hartree. The value obtained for the LUMO energy is 0.9 eV. The strongest force on any atom comes out at 1.37 eV/Å.

Geometry as ORCA input:
```
! RIJCOSX wB97M-V def2-TZVPD def2/J DEFGRID3
* xyz 0 1
C 2.63111 -0.50289 -2.39176
C 1.19385 -0.83562 -2.14292
C 0.57295 -0.46585 -1.03253
H 2.86920 0.53553 -2.14692
H 3.29247 -1.09704 -1.76829
H 2.83274 -0.55840 -3.46308
H 0.57735 -1.47723 -2.76574
H -0.44573 -0.71893 -0.76066
H 1.05636 0.12813 -0.25808
C -1.97520 0.96645 2.36116
N -2.84300 0.65421 3.34438
O -1.32261 1.97760 2.25542
H -1.99729 0.24062 1.52795
H -2.98571 1.25309 4.11928
H -3.45648 -0.09966 3.12178
*
```

---

Entry 5:
This record from OMol25 describes a molecular structure, C27H16BrCl2F3N2O2PtS2 at a distorted geometry. The level of theory is wB97M-V/def2-TZVPD.

Its expectation value of S² is 6.0762. Its energy above the lowest of the compared OMol25 structures with the same formula, charge and spin is 62.4 kJ/mol. The value obtained for the frontier orbital gap (alpha / beta) is 5.87 / 5.01 eV. The calculated total energy comes out at -6008.07157 hartree. The value obtained for the LUMO energy (alpha / beta) is -0.1 / -3.5 eV. The strongest force on any atom comes out at 2.38 eV/Å.

Geometry as ORCA input:
```
! RIJCOSX wB97M-V def2-TZVPD def2/J DEFGRID3
* xyz 0 5
Pt 0.02928 0.02590 -0.09689
S 1.82418 0.30960 4.22421
C 0.10278 0.33710 4.51671
C -0.55542 0.29890 5.72491
C -1.94542 0.30880 5.73111
C -2.65922 0.36140 4.52871
C -2.02012 0.39310 3.31221
C -0.61142 0.36340 3.27741
N 0.16448 0.33270 2.19721
C 1.49888 0.30310 2.47651
C 2.46378 0.23930 1.47901
C 3.86318 0.25800 1.74231
C 4.75918 0.30410 0.71171
C 4.32588 0.30940 -0.61959
C 2.96038 0.25140 -0.90439
C 2.03588 0.17660 0.10691
H 0.00478 0.24870 6.64411
H -2.47092 0.27090 6.67351
H -3.73872 0.36780 4.55941
H -2.56302 0.43370 2.38121
H 4.19008 0.27190 2.77011
H 5.81718 0.35460 0.92031
H 5.04068 0.34110 -1.42639
H 2.64558 0.22670 -1.93959
F 1.20278 4.72100 -4.05359
C 0.08978 4.25000 -3.45369
F 0.06208 4.78160 -2.23279
F -0.94042 4.78900 -4.13089
C 0.04238 2.74800 -3.51369
C -0.03902 2.16680 -4.77469
C -0.09942 0.78600 -4.88709
C -0.08642 0.02940 -3.72529
N 0.02578 0.57790 -2.53179
C 0.09988 1.90890 -2.38969
S 0.33268 2.43000 -0.76059
H -0.06812 2.79560 -5.65359
H -0.14952 0.31240 -5.85279
H -0.15152 -1.04820 -3.74629
Cl -4.35932 2.26640 -0.47239
C -4.40362 0.50200 -0.53909
Cl -4.99872 -0.15920 0.98541
C -2.94422 -0.00500 -0.84409
O -2.76032 -0.57690 -1.89939
O -2.13132 0.26030 0.06901
H -5.08172 0.19300 -1.33449
Br 0.06868 -6.68290 -0.18129
C 0.09368 -4.78160 -0.25719
C -1.01742 -4.07120 0.16091
C -0.98722 -2.68600 0.12391
C 0.14318 -2.01380 -0.33479
C 1.23388 -2.74650 -0.79069
C 1.22018 -4.13240 -0.73189
H -1.89352 -4.59030 0.51881
H -1.86212 -2.15080 0.46911
H 2.11488 -2.25880 -1.18259
H 2.08218 -4.70280 -1.04349
*
```

---

Entry 6:
This record from OMol25 describes 2 unconnected molecules or ions with the total composition C3H7N4 at a distorted geometry. The level of theory is wB97M-V/def2-TZVPD.

Its energy above the lowest of the compared OMol25 structures with the same formula, charge and spin is 376.6 kJ/mol. The value obtained for the frontier orbital gap (alpha / beta) is 8.35 / 8.35 eV. The calculated total energy comes out at -337.16082 hartree. The value obtained for the LUMO energy (alpha / beta) is -5.1 / -5.1 eV. The strongest force on any atom comes out at 3.86 eV/Å.

Geometry as ORCA input:
```
! RIJCOSX wB97M-V def2-TZVPD def2/J DEFGRID3
* xyz 1 1
C 0.49890 -0.60416 0.83780
C -0.80117 0.42262 -0.73351
C -1.43548 -0.96149 -0.42086
N 2.39112 2.35204 0.30838
N 1.49038 1.88170 0.86780
N 0.36492 0.44163 0.13321
N -0.53734 -1.51276 0.61426
H 1.37796 -0.92179 1.42231
H -0.44447 0.39636 -1.77267
H -1.51448 1.16466 -0.37499
H -2.38364 -0.79089 0.08194
H -1.27827 -1.52209 -1.26407
H 2.79699 2.21968 -0.61053
H -0.52543 -2.56550 0.91094
*
```

---

What did the fourth record say?
This record from OMol25 describes 2 unconnected molecules or ions with the total composition C4H9NO at a distorted geometry. The level of theory is wB97M-V/def2-TZVPD.

Its structure (SMILES) is C=CC.NC=O. Its energy above the lowest of the compared OMol25 structures with the same formula, charge and spin is 155.0 kJ/mol. The value obtained for the frontier orbital gap is 10.45 eV. The calculated total energy comes out at -287.77343 hartree. The value obtained for the LUMO energy is 0.9 eV. The strongest force on any atom comes out at 1.37 eV/Å.

Geometry as ORCA input:
```
! RIJCOSX wB97M-V def2-TZVPD def2/J DEFGRID3
* xyz 0 1
C 2.63111 -0.50289 -2.39176
C 1.19385 -0.83562 -2.14292
C 0.57295 -0.46585 -1.03253
H 2.86920 0.53553 -2.14692
H 3.29247 -1.09704 -1.76829
H 2.83274 -0.55840 -3.46308
H 0.57735 -1.47723 -2.76574
H -0.44573 -0.71893 -0.76066
H 1.05636 0.12813 -0.25808
C -1.97520 0.96645 2.36116
N -2.84300 0.65421 3.34438
O -1.32261 1.97760 2.25542
H -1.99729 0.24062 1.52795
H -2.98571 1.25309 4.11928
H -3.45648 -0.09966 3.12178
*
```

---

Question: Among the records above, which one has the highest strongest force on any atom?
Answer: C20H36Cl6F18HfO8P3

---

Question: The lowest strongest force on any atom belongs to which entry?
Answer: C4H9NO

---

Question: What is the formula in the fifth record?
Answer: C27H16BrCl2F3N2O2PtS2